Entry from OMol25: one molecule with the formula C19H37BrFINO8P3S in a non-equilibrium geometry (ωB97M-V/def2-TZVPD).

Structure (XYZ):
```
72
Properties=species:S:1:pos:R:3:forces:R:3:lowdin_charge:R:1
C 4.40400 -2.79028 1.85348 -0.10 -0.07 0.06 -0.077
C 5.25235 -2.57805 0.62433 0.23 -0.02 -0.11 -0.252
O 5.33351 -1.22343 0.14872 -0.14 -0.04 0.41 -0.193
P 4.07941 -0.34141 -0.27745 0.07 0.42 -0.62 0.454
O 4.50305 0.81560 -1.07159 0.07 0.00 0.10 -0.241
C 2.91815 -1.40988 -1.10534 -0.27 0.08 0.00 -0.190
C 1.65674 -0.61129 -1.53245 0.30 -0.57 0.10 -0.223
C 0.45753 -1.11908 -0.74960 -0.05 0.12 0.45 -0.182
C -0.90227 -0.44256 -0.93402 0.32 0.19 -0.44 -0.224
N -1.95470 -1.06675 0.00414 0.56 -0.53 -0.73 -0.141
P -1.78909 -1.41076 1.84026 -0.28 0.40 0.00 0.706
O -0.63573 -0.37674 2.25264 0.05 -0.25 0.23 -0.340
Br -0.68701 -3.33991 1.71579 0.08 -0.04 0.00 0.396
C -3.19594 -0.25409 -0.19678 -0.36 0.85 1.08 -0.393
C -4.45700 -1.06130 -0.48280 0.40 -0.31 -0.15 -0.112
C -4.88968 -1.96034 0.64978 -0.60 0.43 -0.33 -0.368
C -6.09416 -2.79645 0.28831 0.27 -0.35 0.09 -0.023
F -3.81592 -2.84571 0.91147 0.14 -0.22 0.21 -0.124
C -2.84751 0.91005 -1.15730 -0.37 -0.37 -0.23 -0.550
I -4.15141 2.50517 -0.45510 0.04 -0.07 -0.18 1.109
C -3.37769 0.44736 -2.60523 0.66 -0.83 -0.23 -0.767
O -4.05520 1.21919 -3.26707 0.12 -0.50 0.23 -0.028
O -2.96280 -0.74468 -2.81763 -0.79 1.10 0.01 -0.110
C -1.25501 1.07654 -1.05810 -0.41 0.29 0.36 -0.309
C -0.80670 2.02057 0.13393 0.18 -0.16 -0.38 -0.306
C 0.64582 1.83302 0.56089 -0.05 0.08 0.27 -0.076
C -1.09696 3.54427 -0.03708 0.09 0.10 0.19 -0.288
C 0.08440 4.51392 -0.07771 -0.11 0.13 -0.02 -0.103
P -0.63867 1.68421 -2.71050 -0.05 -0.56 -0.60 0.294
O 0.73248 2.46673 -2.40253 0.05 0.07 0.07 -0.202
O -1.66128 2.86834 -2.99637 0.18 0.16 0.30 -0.176
S -0.39566 0.41748 -4.14720 0.10 0.33 0.23 0.440
O 3.25526 0.04925 1.03393 0.16 -0.59 0.41 -0.233
C 3.91298 0.65703 2.16224 -0.27 0.29 -0.02 -0.250
C 3.16619 0.27416 3.41760 -0.14 -0.16 -0.22 -0.064
H 4.48433 -3.83570 2.14601 0.03 -0.10 0.03 0.087
H 3.34953 -2.57953 1.68948 -0.06 0.08 -0.04 0.059
H 4.75691 -2.18679 2.68564 0.04 0.09 0.05 0.076
H 6.27948 -2.84494 0.85374 0.13 0.00 -0.03 0.121
H 4.93639 -3.21914 -0.19770 -0.14 -0.02 -0.07 0.115
H 3.43370 -1.80600 -1.97735 0.09 -0.04 -0.08 0.109
H 2.64581 -2.25308 -0.47035 0.02 -0.09 0.02 0.086
H 1.82410 0.44042 -1.33675 -0.06 0.18 -0.21 0.068
H 1.51691 -0.78393 -2.59113 -0.17 0.32 -0.14 0.067
H 0.76058 -1.15211 0.29174 0.02 0.09 0.24 0.050
H 0.30834 -2.16383 -1.03119 -0.07 -0.12 -0.02 0.116
H -1.26000 -0.79615 -1.90431 -0.15 -0.11 0.03 0.087
H -2.09997 -1.99566 -0.39855 -0.22 0.00 -0.06 0.120
H 0.25736 -0.73880 2.31450 0.19 0.16 -0.14 0.033
H -3.37552 0.21476 0.77956 0.14 -0.03 0.09 0.064
H -5.24435 -0.34735 -0.71312 -0.13 0.07 0.02 0.121
H -4.30726 -1.67521 -1.36708 0.03 0.03 -0.21 0.131
H -5.08664 -1.39766 1.56246 0.29 0.00 0.19 0.143
H -6.59517 -3.16871 1.17661 -0.15 0.05 0.07 0.081
H -5.74597 -3.66638 -0.26503 -0.03 0.00 -0.21 0.092
H -6.78306 -2.24026 -0.33808 -0.15 0.09 0.03 0.091
H -1.41691 1.67820 0.96943 -0.14 -0.02 0.09 0.103
H 1.35612 2.18574 -0.17539 0.05 0.05 -0.12 0.075
H 0.81645 2.41890 1.46349 -0.01 0.02 0.11 0.092
H 0.89377 0.81733 0.81511 0.02 -0.24 -0.06 0.031
H -1.71188 3.73482 -0.90370 -0.02 -0.04 -0.15 0.022
H -1.71750 3.84672 0.80365 -0.06 -0.02 0.11 0.077
H 0.70024 4.47410 0.81614 0.11 -0.07 0.07 0.065
H -0.31998 5.52483 -0.11782 -0.05 0.08 -0.04 0.076
H 0.71960 4.38898 -0.94713 0.11 -0.11 -0.07 0.059
H 1.41786 2.07370 -2.96022 0.13 0.04 -0.03 0.072
H -1.26485 3.51541 -3.59147 -0.14 0.08 -0.20 0.104
H 4.95509 0.34805 2.20333 0.09 -0.06 -0.04 0.114
H 3.86867 1.73385 2.01723 0.16 0.12 -0.03 0.124
H 3.68132 0.64897 4.29726 0.01 0.07 0.10 0.085
H 2.15813 0.68385 3.39183 -0.08 0.15 0.06 0.068
H 3.07697 -0.80758 3.49350 0.09 -0.10 0.09 0.062
```
Forces are in eV/Å.

Properties
orbital gap = 7.76 eV
electronic energy = -157740.5030 eV
molar mass = 758.3 Da
charge = 0
SMILES = CCOP(=O)(CCC[C@H]1[N@@H+](P(O)Br)[C@H](C[C@@H](C)F)[C@](I)(C(=O)[O-])[C@]1([C@@H](C)CC)P(O)(O)=S)OCC
ΔE to the lowest compared entry with this formula, charge and spin = 0.0 kcal per mole
LUMO level = -0.445 eV


Entry from OMol25: a 3-piece molecular cluster, C19H37F9N3O6 overall (ωB97M-V/def2-TZVPD).

Structure (XYZ):
```
74
Properties=species:S:1:pos:R:3:forces:R:3:lowdin_charge:R:1
C 4.10236 -0.97152 -0.69065 -0.48 -0.41 -0.30 -0.047
C 2.72653 -0.30677 -0.52541 0.46 0.34 -0.04 -0.161
N 1.78722 -1.14185 0.23603 -0.51 -0.05 -0.20 0.163
C 1.22626 -2.23268 -0.16526 0.01 -0.07 -0.02 -0.301
N 1.42750 -2.78105 -1.42331 -0.08 0.55 0.34 0.194
N 0.37193 -2.86244 0.77353 0.30 -0.08 -0.09 0.176
C -1.05651 -2.88406 0.49162 -0.11 -0.02 -0.09 -0.446
F -1.45135 -4.16002 0.62677 -0.06 0.18 -0.12 0.163
F -1.32055 -2.48522 -0.77049 0.13 0.05 0.40 0.146
C -1.95238 -2.04526 1.49867 -0.12 0.08 -0.07 -0.327
F -3.13300 -1.79852 0.88705 0.30 -0.24 0.17 0.166
F -2.15654 -2.82909 2.57145 0.12 0.21 -0.21 0.171
C -1.47776 -0.66057 2.05886 -0.09 0.15 0.05 -0.330
F -0.23026 -0.75540 2.59710 -0.25 -0.08 -0.29 0.130
F -2.33236 -0.33556 3.03531 0.22 -0.11 -0.01 0.174
C -1.49243 0.53701 1.05070 0.19 0.21 -0.01 -0.537
F -2.70365 1.03394 0.91082 0.14 -0.11 0.04 0.214
F -1.04059 0.15068 -0.15863 0.08 -0.18 0.11 0.158
F -0.66311 1.49004 1.49604 -0.25 -0.22 -0.04 0.178
H 4.13955 -1.53342 -1.62839 0.16 0.15 0.10 0.072
H 4.88443 -0.21641 -0.71181 -0.01 -0.08 0.02 0.086
H 4.27123 -1.68090 0.12247 0.20 0.23 0.06 0.087
H 2.82251 0.62569 0.03359 -0.14 -0.15 -0.02 0.133
H 2.27099 -0.05833 -1.48557 0.03 0.00 0.06 0.129
H 1.51900 -0.82311 1.16432 -0.11 -0.07 0.00 0.163
H 1.46291 -2.08754 -2.16412 0.29 0.00 0.05 0.122
H 2.21491 -3.41930 -1.48706 -0.26 -0.27 0.00 0.136
H 0.67139 -3.82325 0.92704 -0.07 0.00 0.06 0.169
C -4.29222 2.75396 4.36613 -0.03 0.02 -0.08 -0.109
O -5.49829 2.04291 4.23541 -0.01 -0.05 0.19 -0.184
C -5.29733 0.64625 4.13692 0.00 0.10 -0.11 -0.217
C -6.55457 -0.11439 4.49143 -0.03 -0.09 -0.06 -0.185
O -6.79102 -0.21251 5.88283 0.03 0.01 0.01 -0.123
C -7.35258 0.92345 6.52450 0.01 0.02 0.09 -0.181
C -8.83781 1.08219 6.29929 -0.04 0.11 -0.05 -0.209
O -9.09652 1.62760 5.01798 0.07 -0.18 -0.06 -0.198
C -10.41504 1.38005 4.58394 0.00 0.09 0.01 -0.111
H -3.64688 2.61350 3.48813 0.02 0.00 0.01 0.077
H -4.54011 3.80959 4.45255 0.00 0.00 -0.02 0.091
H -3.74263 2.44333 5.26274 0.02 -0.01 -0.02 0.092
H -4.48794 0.32995 4.80788 0.00 -0.01 0.01 0.124
H -5.01228 0.39824 3.10280 0.05 -0.06 0.02 0.118
H -6.41567 -1.14507 4.15597 -0.02 0.00 -0.02 0.128
H -7.41621 0.30193 3.96494 0.03 0.09 0.02 0.125
H -6.82347 1.83799 6.24832 -0.05 0.01 -0.07 0.123
H -7.19780 0.74815 7.59068 0.02 0.01 0.00 0.129
H -9.24310 1.75296 7.06925 -0.04 -0.05 0.04 0.130
H -9.32332 0.10417 6.40235 0.01 -0.02 0.01 0.129
H -10.61266 0.30418 4.51329 -0.02 0.01 0.03 0.089
H -10.52315 1.82455 3.59680 0.00 0.02 0.01 0.087
H -11.15075 1.83228 5.25846 -0.01 -0.02 0.01 0.089
C 6.80558 3.55997 -4.55323 0.10 0.01 -0.03 -0.104
O 7.03381 2.19909 -4.84389 -0.21 -0.07 0.02 -0.192
C 7.14734 1.40590 -3.68229 0.08 0.07 -0.11 -0.215
C 6.94954 -0.05686 -4.00747 0.07 -0.07 0.08 -0.181
O 5.59020 -0.43582 -4.19591 -0.09 0.03 0.08 -0.152
C 4.98809 -0.05673 -5.42964 -0.09 -0.01 -0.02 -0.184
C 5.42736 -0.88726 -6.61392 0.07 0.08 -0.11 -0.214
O 6.69939 -0.47515 -7.06680 0.05 -0.08 0.19 -0.195
C 7.34407 -1.45932 -7.84694 -0.02 0.06 -0.07 -0.103
H 7.63467 3.99257 -3.98243 -0.01 0.01 0.02 0.091
H 6.71811 4.08584 -5.50090 0.02 -0.01 -0.01 0.092
H 5.87618 3.69222 -3.98586 0.02 0.00 0.02 0.086
H 6.40192 1.71614 -2.93630 -0.01 -0.01 0.02 0.121
H 8.14686 1.53660 -3.24453 -0.03 0.01 0.08 0.132
H 7.28587 -0.63392 -3.14275 0.00 -0.02 -0.01 0.125
H 7.55958 -0.34525 -4.86451 -0.02 0.09 -0.05 0.125
H 5.13664 1.00561 -5.63009 0.09 -0.02 -0.05 0.124
H 3.91846 -0.23065 -5.28686 0.00 0.01 0.01 0.120
H 4.69276 -0.76332 -7.42199 -0.04 -0.07 0.01 0.131
H 5.44730 -1.94633 -6.32561 -0.01 -0.02 0.02 0.127
H 7.50050 -2.37898 -7.27130 -0.03 -0.01 -0.02 0.089
H 8.31081 -1.05847 -8.14197 -0.01 0.01 -0.01 0.091
H 6.76804 -1.69629 -8.74804 0.00 -0.02 0.00 0.091
```
Forces are in eV/Å.

Properties
orbital gap = 6.02 eV
electronic energy = -61505.9944 eV
molar mass = 574.5 Da
charge = +1
LUMO level = -4.582 eV


Entry from OMol25: a 4-piece molecular cluster, C19H37FO9S overall in a non-equilibrium geometry (ωB97M-V/def2-TZVPD).

Structure (XYZ):
```
67
Properties=species:S:1:pos:R:3:forces:R:3:nbo_charge:R:1
O -0.54660 1.52584 -1.71438 0.44 -0.18 -0.53 -0.487
C -0.66987 2.67869 -1.95673 -0.69 0.28 0.60 0.761
O 0.08143 3.42821 -2.81564 0.38 -0.36 -0.27 -0.476
C -0.35793 4.73310 -2.78055 0.04 1.99 -0.62 0.770
O 0.10923 5.61762 -3.44023 -0.30 -1.43 0.72 -0.462
C -1.49133 4.80511 -1.78840 -0.01 -0.37 -0.67 -0.461
S -2.26685 6.33539 -1.41156 1.89 1.38 -0.10 2.439
O -2.19126 7.17171 -2.54268 -0.64 -0.21 -0.71 -0.871
O -1.69503 6.80698 -0.20852 -0.28 -0.39 0.83 -0.887
F -3.75597 6.01905 -1.14184 -0.20 -0.54 0.03 -0.461
C -1.68335 3.58029 -1.32147 -0.49 0.37 0.72 0.041
C -2.67799 3.07611 -0.35862 -0.55 -0.90 -0.07 -0.473
C -3.81431 2.34140 -1.12988 0.20 0.36 -0.28 -0.396
C -4.90042 3.28530 -1.59491 0.42 0.02 -0.29 -0.055
O -5.90275 2.58490 -2.30814 0.02 -0.15 0.44 -0.712
H -3.04330 3.85679 0.29928 -0.15 0.22 -0.03 0.233
H -2.23661 2.31407 0.27300 0.45 -0.01 0.11 0.261
H -3.38183 1.92735 -2.03759 0.03 -0.43 -0.06 0.219
H -4.21282 1.51549 -0.55434 -0.11 -0.05 0.23 0.225
H -4.42121 3.98724 -2.27429 0.00 0.33 -0.04 0.152
H -5.30284 3.85761 -0.76292 -0.31 0.02 0.18 0.161
H -6.06303 3.07797 -3.10801 -0.25 0.01 -0.34 0.474
C -3.45862 -2.14858 -4.65981 0.18 0.05 -0.06 -0.645
C -4.14721 -0.85201 -5.05050 -0.08 -0.15 0.02 -0.064
O -3.43001 0.30951 -4.67616 -0.04 0.24 0.16 -0.541
C -2.14408 0.46032 -5.24909 0.10 -0.05 -0.07 -0.061
C -2.15529 0.54404 -6.76562 -0.10 -0.11 -0.03 -0.645
H -3.21152 -2.14583 -3.59739 -0.06 0.00 0.02 0.214
H -4.10845 -2.99860 -4.86876 -0.02 0.01 0.01 0.217
H -2.52993 -2.29707 -5.21348 -0.03 -0.04 -0.03 0.202
H -5.10415 -0.78381 -4.53293 0.02 0.11 0.04 0.190
H -4.36916 -0.83652 -6.12321 0.05 -0.04 -0.02 0.159
H -1.47761 -0.34048 -4.90962 0.00 -0.02 -0.04 0.164
H -1.74426 1.38864 -4.83768 -0.08 0.02 0.05 0.176
H -2.47054 -0.39681 -7.21890 0.06 -0.02 -0.01 0.204
H -1.15708 0.77398 -7.13883 0.00 0.02 0.02 0.219
H -2.84580 1.31869 -7.10178 0.04 0.05 0.02 0.212
C 3.07046 -0.90879 2.69963 0.02 -0.05 -0.18 -0.645
C 1.63322 -0.45117 2.87919 0.07 -0.05 0.11 -0.063
O 1.19350 0.45675 1.88641 -0.07 0.18 0.04 -0.539
C 1.19924 -0.02970 0.55509 0.01 -0.06 -0.08 -0.068
C 0.29287 -1.22847 0.33829 0.07 -0.12 0.14 -0.644
H 3.73963 -0.05208 2.60788 -0.02 0.03 0.07 0.211
H 3.38497 -1.51310 3.55154 -0.01 -0.01 0.01 0.217
H 3.19083 -1.51577 1.80101 0.01 -0.06 0.05 0.204
H 1.54280 0.08254 3.82584 -0.06 0.09 -0.05 0.184
H 0.95687 -1.31118 2.93902 0.04 -0.04 -0.03 0.160
H 2.22335 -0.25022 0.23286 -0.01 -0.08 0.02 0.158
H 0.84957 0.79310 -0.06328 0.04 0.05 0.12 0.195
H 0.65010 -2.10894 0.87540 0.02 -0.02 -0.05 0.202
H 0.24943 -1.48059 -0.72145 -0.02 0.04 -0.01 0.219
H -0.71671 -1.01395 0.69227 -0.02 0.05 -0.06 0.209
C 5.47529 -6.18524 6.72729 0.00 0.15 0.11 -0.645
C 5.44597 -5.44467 5.40096 0.06 -0.12 0.02 -0.064
O 4.48353 -4.40858 5.34620 -0.17 0.02 -0.13 -0.535
C 4.64899 -3.35968 6.28140 0.05 0.12 0.06 -0.064
C 5.96132 -2.60923 6.13020 0.12 -0.15 -0.01 -0.645
H 4.47814 -6.54091 6.98932 0.00 -0.04 -0.05 0.213
H 6.15023 -7.03938 6.66778 -0.01 -0.01 -0.02 0.216
H 5.82114 -5.54544 7.54088 0.06 -0.03 0.00 0.202
H 5.17155 -6.14073 4.60815 -0.07 0.07 -0.04 0.187
H 6.43996 -5.05856 5.14891 0.02 0.00 0.06 0.159
H 4.52835 -3.73576 7.30348 0.06 0.01 0.02 0.160
H 3.82335 -2.66939 6.10463 -0.07 -0.10 -0.08 0.184
H 6.81744 -3.23890 6.37763 0.01 0.04 0.05 0.203
H 5.98326 -1.74460 6.79399 -0.03 0.01 -0.01 0.216
H 6.08967 -2.26910 5.10166 -0.05 0.05 0.01 0.213
```
Forces are in eV/Å.

Properties
orbital gap = 8.01 eV
electronic energy = -52280.7996 eV
molar mass = 460.6 Da
charge = 0
SMILES = O=C1OC(=O)C(S(=O)(=O)F)=C1CCCO.CCOCC.CCOCC.CCOCC
ΔE to the lowest compared entry with this formula, charge and spin = 0.0 kcal per mole
LUMO level = -1.630 eV